No. 1
{
  "formula": "C6H6",
  "method": "ωB97M-V/def2-TZVPD",
  "largest_force_ev_per_a": 2.9,
  "e_above_lowest_kj_mol": 514.7,
  "homo_ev": -8.8,
  "smiles": "C#CCC=C=C",
  "spin_multiplicity": 1,
  "lumo_energy_ev": 0.812,
  "molar_mass_g_mol": 78.114,
  "orbital_gap_ev": 9.61,
  "total_energy_ev": -6313.866,
  "species": ["C", "C", "C", "C", "C", "C", "H", "H", "H", "H", "H", "H"],
  "positions_angstrom": [[0.8256, -1.0204, -0.9482], [1.3145, -2.2247, -0.9584], [0.3154, 0.9648, 0.3310], [-0.0032, -0.0424, -0.7318], [-0.8982, 1.5263, 0.9104], [-1.9217, 1.9749, 1.3530], [2.1657, -2.5386, -1.5737], [-2.8146, 2.3845, 1.7640], [0.9192, 1.7621, -0.1201], [0.9341, 0.4968, 1.1062], [-0.9189, 0.0319, -1.3089], [0.2126, -2.4693, -0.8930]]
}

=====

No. 2
{
  "formula": "C6H6",
  "method": "ωB97M-V/def2-TZVPD",
  "largest_force_ev_per_a": 1.2,
  "e_above_lowest_kj_mol": 373.1,
  "homo_ev": -9.2,
  "smiles": "C#CC#CCC",
  "spin_multiplicity": 1,
  "lumo_energy_ev": 0.951,
  "molar_mass_g_mol": 78.114,
  "orbital_gap_ev": 10.15,
  "total_energy_ev": -6315.333,
  "species": ["C", "C", "C", "C", "C", "C", "H", "H", "H", "H", "H", "H"],
  "positions_angstrom": [[1.2322, -0.6209, 0.0208], [3.6889, 0.1403, 0.0421], [0.0547, -0.8068, -0.1733], [-1.7688, 0.7701, 0.0040], [-1.3826, -0.7378, 0.0252], [2.5550, -0.2667, 0.0761], [4.6155, 0.6392, -0.1004], [-1.9907, -1.2705, -0.7097], [-1.8166, 1.0943, -1.0434], [-0.9975, 1.3931, 0.4684], [-2.7358, 1.0142, 0.4515], [-1.4543, -1.3484, 0.9388]]
}

=====

No. 3
{
  "formula": "C6H6",
  "method": "ωB97M-V/def2-TZVPD",
  "largest_force_ev_per_a": 0.6,
  "e_above_lowest_kj_mol": 2.8,
  "homo_ev": -9.4,
  "smiles": "c1ccccc1",
  "spin_multiplicity": 1,
  "lumo_energy_ev": 1.196,
  "molar_mass_g_mol": 78.114,
  "orbital_gap_ev": 10.60,
  "total_energy_ev": -6319.171,
  "species": ["C", "C", "C", "C", "C", "C", "H", "H", "H", "H", "H", "H"],
  "positions_angstrom": [[0.6125, 0.1882, 1.2149], [-0.7433, -0.0526, 1.1527], [-0.6074, -0.1756, -1.2310], [0.7642, 0.0454, -1.1493], [1.3956, 0.2218, 0.0665], [-1.3595, -0.2337, -0.0775], [1.0347, 0.3695, 2.1920], [-2.4193, -0.4362, -0.0809], [2.4586, 0.3907, 0.1488], [1.3200, 0.0746, -2.0725], [-1.3681, -0.1237, 2.0275], [-1.0881, -0.2684, -2.1909]]
}

=====

No. 4
{
  "formula": "C6H6",
  "method": "ωB97M-V/def2-TZVPD",
  "largest_force_ev_per_a": 0.6,
  "e_above_lowest_kj_mol": 373.6,
  "homo_ev": -10.0,
  "smiles": "C#CC(C)C#C",
  "spin_multiplicity": 1,
  "lumo_energy_ev": 1.034,
  "molar_mass_g_mol": 78.114,
  "orbital_gap_ev": 11.06,
  "total_energy_ev": -6315.328,
  "species": ["C", "C", "C", "C", "C", "C", "H", "H", "H", "H", "H", "H"],
  "positions_angstrom": [[-0.2731, -0.0863, 0.4475], [1.0815, -0.6555, 0.3698], [-1.1362, -0.8149, -0.5995], [-0.0678, 2.5754, 0.2428], [-0.2003, 1.3800, 0.2959], [2.1541, -1.1590, 0.1648], [-0.7026, -0.2863, 1.4387], [0.0757, 3.6335, 0.1979], [-2.1592, -0.4326, -0.6119], [3.1183, -1.5801, -0.0082], [-0.6958, -0.7143, -1.5952], [-1.1513, -1.8795, -0.3446]]
}